# 1
Here is an isolated molecule of C4H11NO2 at a distorted geometry from OMol25. Energies are from ωB97M-V/def2-TZVPD.

The geometry in XYZ format:
```
18
Properties=species:S:1:pos:R:3:lowdin_charge:R:1
C -0.53 1.83 -0.06 -0.24
O -0.53 2.56 1.14 -0.06
C -0.40 0.30 0.16 -0.39
C 0.75 -0.30 -0.61 -0.17
C 0.96 -1.79 -0.36 -0.26
O 1.64 -2.01 0.88 -0.08
N -1.64 -0.43 -0.06 0.04
H -1.48 2.04 -0.57 0.12
H 0.17 2.24 -0.81 0.12
H 0.35 2.62 1.51 0.09
H -0.20 0.20 1.23 0.14
H 1.68 0.21 -0.32 0.12
H 0.75 -0.12 -1.70 0.12
H 1.67 -2.16 -1.09 0.11
H 0.04 -2.37 -0.40 0.11
H 1.04 -2.23 1.60 0.08
H -1.87 -0.52 -1.04 0.08
H -2.41 -0.06 0.48 0.08
```

E_LUMO (eV): 0.92
HOMO-LUMO gap (hartree): 0.3688
Total charge: 0
Total energy (eV): -9910.73156
ΔE to the lowest compared entry with this formula, charge and spin (kJ/mol): 145.7
HOMO (eV): -9.12
SMILES string: N[C@H](CO)CCO

=====

# 2
Here is a structure of composition C28H27F3HoN7O5S at a distorted geometry from OMol25. Energies are from ωB97M-V/def2-TZVPD.

The geometry in XYZ format:
```
72
Properties=species:S:1:pos:R:3:lowdin_charge:R:1
Ho 0.85 -0.69 0.68 1.50
C 5.09 -0.07 2.24 -0.02
C 3.58 0.13 2.23 -0.45
O 2.93 -0.52 1.33 -0.21
C 3.02 0.98 3.15 -0.04
C 1.64 1.30 3.24 -0.31
C 1.18 2.18 4.36 -0.03
N 0.79 0.87 2.33 -0.10
N -0.52 1.28 2.53 0.06
C -1.41 0.78 1.71 -0.47
O -1.17 -0.02 0.73 -0.20
C -2.81 1.22 1.97 -0.14
C -3.10 2.27 2.83 -0.03
C -4.41 2.63 3.08 -0.09
C -5.45 1.93 2.48 -0.10
C -5.17 0.89 1.62 -0.08
C -3.85 0.53 1.36 -0.02
H 5.35 -0.85 1.53 0.08
H 5.44 -0.34 3.23 0.08
H 5.59 0.86 1.95 0.08
H 3.68 1.43 3.88 0.10
H 1.99 2.39 5.05 0.07
H 0.36 1.69 4.89 0.08
H 0.79 3.11 3.96 0.08
H -2.28 2.81 3.30 0.10
H -4.63 3.45 3.75 0.10
H -6.48 2.20 2.68 0.10
H -5.97 0.33 1.15 0.10
H -3.62 -0.28 0.69 0.10
C -1.02 3.26 -0.71 -0.03
C 0.05 2.50 -0.26 -0.13
N 0.48 1.40 -0.89 0.01
C -0.13 1.05 -2.02 -0.09
C -1.20 1.76 -2.57 -0.20
C -1.65 2.88 -1.88 0.00
C -1.76 1.44 -3.88 -0.04
C -2.05 0.24 -4.40 -0.03
C -2.09 -1.03 -3.70 -0.28
C -2.12 -2.23 -4.42 0.00
C -2.29 -3.40 -3.69 -0.13
N -2.47 -3.38 -2.38 0.10
C -2.45 -2.20 -1.78 -0.20
N -2.24 -1.04 -2.37 0.16
H -1.33 4.13 -0.16 0.11
H 0.59 2.78 0.64 0.11
H 0.28 0.19 -2.54 0.12
H -2.49 3.45 -2.26 0.12
H -1.94 2.32 -4.50 0.12
H -2.38 0.19 -5.43 0.11
H -2.02 -2.25 -5.49 0.11
H -2.29 -4.37 -4.16 0.11
H -2.63 -2.18 -0.72 0.09
F 1.97 -3.23 1.13 0.05
C 0.94 -4.12 1.26 -0.59
F 1.09 -5.01 0.27 0.14
F 1.14 -4.77 2.41 0.16
S -0.52 -2.92 1.14 0.51
O -0.18 -2.42 -0.19 -0.39
O -1.75 -3.61 1.28 -0.21
O -0.10 -2.04 2.20 -0.32
C 3.57 1.02 -1.59 0.00
C 3.33 -0.43 -1.80 -0.38
N 2.30 -1.13 -1.34 0.01
C 2.48 -2.41 -1.80 -0.12
C 3.61 -2.47 -2.55 -0.07
N 4.14 -1.21 -2.54 0.11
H 3.30 1.29 -0.56 0.07
H 2.94 1.60 -2.26 0.08
H 4.61 1.27 -1.76 0.08
H 1.78 -3.19 -1.58 0.09
H 4.08 -3.28 -3.07 0.11
H 4.99 -0.92 -2.99 0.16
```

E_LUMO (spin up / spin down) (eV): -0.20 / -0.20
HOMO-LUMO gap (spin up / spin down) (hartree): 0.2500 / 0.2502
Total charge: 0
2S+1: 5
Total energy (eV): -94932.03706
ΔE to the lowest compared entry with this formula, charge and spin (kJ/mol): 0.0
HOMO (spin up / spin down) (eV): -7.01 / -7.01

=====

# 3
Here is a structure of composition C34H19Cl2F3N4O4Ru at a distorted geometry from OMol25. Energies are from ωB97M-V/def2-TZVPD.

The geometry in XYZ format:
```
67
Properties=species:S:1:pos:R:3:lowdin_charge:R:1
Ru -0.16 0.03 0.36 1.52
Cl -3.28 5.81 2.16 0.77
C -2.78 4.51 1.24 -0.70
C -1.77 3.71 1.79 -0.02
C -1.39 2.56 1.07 -0.17
N -0.28 1.79 1.33 -0.01
C 0.55 1.91 2.43 -0.40
O 0.54 2.72 3.34 0.08
C 1.59 0.81 2.47 -0.16
C 2.52 0.77 3.54 0.04
C 3.36 -0.32 3.64 -0.04
C 3.29 -1.30 2.69 -0.04
C 2.37 -1.19 1.66 -0.08
N 1.51 -0.15 1.56 -0.04
C -2.11 2.17 -0.10 -0.13
C -3.20 2.93 -0.61 0.00
C -3.48 4.10 0.05 -0.69
Cl -4.62 5.16 -0.60 0.74
N -1.71 0.92 -0.55 0.02
C -2.28 0.33 -1.65 -0.46
O -3.20 0.77 -2.32 0.08
C -1.66 -1.00 -1.86 -0.22
C -2.10 -1.90 -2.85 -0.01
C -1.51 -3.13 -3.04 -0.08
C -0.51 -3.52 -2.09 -0.08
C -0.22 -2.64 -1.05 -0.14
N -0.76 -1.40 -0.93 -0.11
H -1.22 4.01 2.71 0.12
H 2.49 1.63 4.28 0.15
H 4.05 -0.44 4.45 0.11
H 3.96 -2.17 2.61 0.13
H 2.49 -1.79 0.77 0.12
H -3.71 2.66 -1.54 0.12
H -2.87 -1.52 -3.47 0.11
H -1.81 -3.81 -3.79 0.09
H -0.07 -4.49 -2.13 0.08
H 0.37 -3.00 -0.19 0.11
O -3.30 -0.78 0.78 0.06
C -2.55 -1.23 1.64 -0.59
O -1.31 -1.06 1.76 -0.14
C -3.12 -2.17 2.70 -0.14
C -4.51 -2.24 2.82 -0.01
C -5.04 -2.97 3.88 -0.08
C -4.21 -3.56 4.83 -0.10
C -2.82 -3.60 4.63 -0.09
C -2.31 -2.92 3.53 -0.05
H -5.11 -1.77 2.10 0.10
H -6.07 -3.12 4.05 0.09
H -4.61 -4.09 5.71 0.11
H -2.11 -4.05 5.36 0.11
H -1.22 -3.04 3.35 0.12
F 6.36 0.03 -5.76 0.12
C 5.92 1.31 -5.57 -0.51
F 7.02 2.08 -5.23 0.10
F 5.63 1.75 -6.85 0.10
C 4.80 1.44 -4.61 -0.09
C 5.13 1.22 -3.22 0.01
C 4.14 1.19 -2.30 -0.02
C 2.80 1.27 -2.72 -0.25
C 2.47 1.65 -4.03 0.01
C 3.47 1.72 -4.95 0.00
C 1.84 0.85 -1.86 -0.04
C 1.07 0.58 -0.91 -0.13
H 6.20 1.12 -2.97 0.14
H 4.37 1.08 -1.24 0.12
H 1.48 1.80 -4.31 0.11
H 3.22 1.98 -5.98 0.13
```

E_LUMO (spin up / spin down) (eV): -1.06 / -3.22
HOMO-LUMO gap (spin up / spin down) (hartree): 0.1515 / 0.2013
Total charge: 0
2S+1: 5
Total energy (eV): -85492.79425
ΔE to the lowest compared entry with this formula, charge and spin (kJ/mol): 15.9
HOMO (spin up / spin down) (eV): -5.18 / -8.70